[1]
C24H56MnN7O8 | the ωB97M-V functional and the def2-TZVPD basis

Its HOMO-LUMO gap (spin up / spin down) is 0.2695 / 0.2641 Ha. Its expectation value of S² is 8.755. For the calculated total energy, the calculation gives -83920.81764 eV. Its HOMO energy (spin up / spin down) is -0.400 / -0.401 hartree. Its spin multiplicity is 6. Its net charge is +1. The value obtained for the LUMO energy (spin up / spin down) is -0.1310 / -0.1364 hartree.

Last column: Mulliken spin population.
Positions of all 96 atoms, in Å:
H: -0.168 -3.523 -1.321  0.00
O: 3.211 -0.479 -0.742  0.15
C: -5.240 -0.161 -1.235  0.00
C: -2.590 2.977 0.544  0.00
H: 0.852 -0.770 -1.423  -0.02
O: 0.694 3.919 1.114  0.00
C: 1.479 -1.290 -4.166  0.00
H: -0.256 -3.497 -5.368  0.00
H: 0.711 0.956 -1.142  0.00
H: -2.989 0.757 2.738  0.00
H: 4.041 2.690 0.183  0.00
O: -2.863 4.145 0.417  0.00
H: 1.597 -0.270 -4.547  0.00
H: -0.090 -0.157 -0.093  0.01
C: 4.489 -2.874 6.248  0.00
N: -3.911 -0.260 -1.848  0.00
H: -1.154 -3.831 1.769  0.00
C: 2.044 -0.990 1.315  0.01
H: -0.927 -3.464 -3.762  0.00
O: 2.308 -1.970 -3.541  0.02
H: 4.973 3.866 1.061  0.00
H: -5.961 -0.705 -1.845  0.00
H: -4.198 1.193 -3.295  0.00
N: -0.758 3.602 -3.379  0.00
H: -2.385 2.886 -2.298  0.00
C: 4.202 3.110 1.179  0.00
H: -1.924 0.645 1.322  0.00
H: -5.512 0.898 -1.247  0.00
C: 2.192 -0.060 0.097  -0.08
C: -2.954 0.787 1.643  0.00
H: 2.150 -5.515 0.773  0.00
N: 0.473 -4.316 0.451  0.01
H: 3.050 -1.282 1.633  0.01
H: 2.389 -1.458 4.437  0.00
H: 1.519 -0.606 2.189  0.00
C: -3.840 0.162 -3.218  0.00
C: -0.878 -4.519 0.970  0.00
H: -1.878 1.872 -3.689  0.00
H: 0.848 -3.746 -4.163  0.00
H: -2.825 0.112 -3.583  0.00
H: 1.955 5.087 2.840  0.00
C: 0.845 -0.009 -0.640  0.03
H: -5.199 -0.449 -0.190  0.00
H: -4.926 2.398 2.539  0.00
H: -0.465 -0.690 -6.082  0.00
H: -1.069 5.131 -2.016  0.00
H: -1.637 -4.418 0.195  0.00
O: 5.082 -3.530 5.412  0.00
H: -5.018 3.434 1.113  0.00
C: -0.241 4.516 -2.370  0.00
H: 3.744 4.988 3.092  0.00
C: -4.780 2.430 1.457  0.00
H: -5.525 1.810 0.950  0.00
H: -3.680 0.052 1.299  0.00
C: -0.745 -0.899 -5.048  0.00
H: 0.625 5.040 -2.766  0.00
H: 2.204 -4.041 1.744  0.00
H: -1.634 2.496 0.271  0.00
N: -3.403 2.085 1.190  0.00
N: 0.286 -1.763 -4.478  0.01
H: 2.471 0.904 0.544  0.02
C: -0.056 -3.167 -4.337  0.00
C: -0.777 3.923 -4.688  0.00
H: -0.775 0.030 -4.482  0.00
H: 2.019 2.931 -0.102  0.00
C: 1.537 -4.789 1.314  0.00
H: 0.162 3.944 -1.530  0.00
H: 1.577 -2.973 5.127  0.00
O: -0.277 4.903 -5.196  0.00
H: 1.148 -5.327 2.175  0.00
C: -1.537 2.492 -2.869  0.00
C: -3.028 -1.098 -1.253  0.00
H: 4.911 -2.819 7.264  0.00
N: 3.242 -2.381 6.098  0.00
H: 1.576 -1.893 0.918  -0.01
H: 3.461 -1.162 7.784  0.00
C: 2.504 -2.456 4.856  0.00
C: 1.809 3.575 0.771  0.00
C: 2.842 4.475 2.749  0.00
H: -0.917 1.899 -2.193  0.00
H: 2.131 -0.695 6.713  0.00
O: -2.026 -1.573 -1.759  0.00
H: 4.348 2.307 1.900  0.00
H: -4.566 -0.369 -3.847  0.00
H: -1.499 3.343 -5.295  0.00
H: -1.747 -1.313 -5.026  0.00
H: -0.893 -5.533 1.364  0.00
C: 0.702 -3.677 -0.674  -0.01
Mn: 3.421 -2.183 -1.806  4.84
H: 2.904 -3.129 4.101  0.00
H: 2.872 3.676 3.513  0.00
O: 1.819 -3.252 -1.014  0.00
H: -3.304 -1.220 -0.199  0.00
C: 2.667 -1.539 7.142  0.00
N: 2.939 3.783 1.482  0.00
H: 2.003 -2.139 7.768  0.00

=====

[2]
C4H8O2 | the ωB97M-V functional and the def2-TZVPD basis

Its HOMO-LUMO gap is 0.4283 Ha. For the calculated total energy, the calculation gives -8372.12585 eV. Its HOMO energy is -0.392 hartree. As for the SMILES: CC(C)OC=O. The value obtained for the LUMO energy is 0.0367 hartree.

Last column: natural (NBO) charge in e.
Positions of all 14 atoms, in Å:
H: 0.235 0.098 -1.225  0.18
O: 0.977 -0.364 0.618  -0.56
O: 1.926 -1.988 -0.761  -0.54
H: -0.727 1.661 1.236  0.21
C: 1.982 -1.033 -0.035  0.66
H: 2.768 -0.352 0.276  0.12
C: -1.272 -0.802 0.024  -0.63
C: -0.103 0.127 -0.182  0.09
H: 0.468 2.231 0.054  0.22
H: -0.963 -1.819 -0.233  0.23
H: -2.117 -0.503 -0.599  0.21
H: -1.207 1.953 -0.446  0.22
C: -0.400 1.577 0.194  -0.62
H: -1.568 -0.784 1.079  0.21

=====

[3]
C31H50BrCeGeN6S3 | the ωB97M-V functional and the def2-TZVPD basis

Its HOMO-LUMO gap (spin up / spin down) is 0.1213 / 0.1211 Ha. Its expectation value of S² is 0.751. For the calculated total energy, the calculation gives -213850.25653 eV. Its HOMO energy (spin up / spin down) is -0.639 / -0.639 hartree. Its spin multiplicity is 2. Its net charge is +4. The value obtained for the LUMO energy (spin up / spin down) is -0.5176 / -0.5178 hartree.

Last column: Mulliken spin population.
Positions of all 93 atoms, in Å:
C: 1.685 -3.100 -5.221  0.00
H: 3.284 -1.122 -3.786  0.00
H: -4.535 -1.283 -4.252  0.00
H: 3.100 4.395 2.018  0.00
H: 4.152 2.357 2.005  0.00
C: -4.444 1.762 2.146  0.00
N: 0.736 -0.156 -1.254  -0.01
H: 7.208 -2.793 -0.185  0.00
H: 1.740 -2.349 4.068  0.00
H: -1.771 3.502 -1.729  0.00
H: 6.674 -1.293 0.600  0.00
Ce: -1.021 0.239 0.167  0.98
H: 2.604 0.275 -4.662  0.00
C: -1.717 3.974 2.084  0.00
H: -4.841 -2.536 0.522  0.00
C: 1.482 3.695 4.862  0.00
H: 0.856 4.569 4.546  0.00
C: -3.654 3.382 -0.774  0.00
H: 7.381 -2.665 1.570  0.00
H: 0.946 2.729 4.670  0.00
C: -1.181 -2.781 1.551  0.01
C: 3.079 2.409 1.751  0.00
C: -4.581 -1.527 -3.230  0.00
C: 0.426 -3.807 3.037  0.00
H: -5.081 1.293 2.896  0.00
H: 1.166 -3.247 -4.261  0.00
C: -5.812 -2.008 -2.758  0.00
H: 4.647 0.109 0.669  0.00
H: 5.174 -3.911 1.271  0.00
H: 0.860 0.124 -6.107  0.00
C: 4.313 -1.925 1.543  0.00
H: -0.444 0.220 -4.212  0.00
C: 0.129 -0.055 -3.342  0.00
H: -1.010 4.693 2.535  0.00
H: 3.445 2.839 4.335  0.00
N: -2.436 -1.802 -0.280  0.00
C: 2.041 -1.572 -5.529  0.00
H: -1.050 2.688 3.680  0.00
C: -3.580 -1.881 -1.056  0.00
H: 0.115 -0.414 3.463  0.00
H: -4.188 3.591 -1.735  0.00
C: -4.818 -2.300 -0.528  0.00
S: -0.984 3.395 0.543  0.00
C: -0.643 -3.934 2.141  0.00
N: 1.670 -0.773 -1.985  0.01
H: 2.962 -1.614 -6.114  0.00
H: -4.577 2.814 2.339  0.00
C: -3.462 -1.468 -2.438  0.00
H: -0.040 -1.414 -6.321  0.00
H: -5.194 0.282 0.822  0.00
C: 2.512 3.584 2.478  0.00
H: 3.507 -2.569 1.902  0.00
C: 2.385 -0.747 -4.271  0.00
H: 0.883 -4.689 3.488  0.00
C: 2.755 3.662 4.012  0.00
C: 3.813 -0.624 0.843  0.00
N: -0.276 0.295 -2.124  0.01
H: -4.196 3.895 0.065  0.00
C: 6.702 -2.385 0.711  0.00
H: -2.634 4.512 1.777  0.00
H: -1.000 -4.955 1.947  0.00
H: 1.729 3.778 5.943  0.00
C: -1.980 2.925 3.171  0.00
C: 0.078 -1.423 3.030  0.00
H: 4.821 -3.046 -0.188  0.00
H: 1.231 -0.910 -7.433  0.00
H: 3.339 4.538 4.186  0.00
C: 0.814 -2.496 3.477  0.00
C: -5.909 -2.410 -1.448  0.00
H: -2.161 4.955 -0.905  0.00
N: -0.805 -1.521 2.016  0.00
C: -2.113 -2.851 0.456  0.00
H: 4.855 -1.626 2.469  0.00
H: -5.901 1.926 0.592  0.00
H: 1.058 -3.479 -6.024  0.00
H: -2.696 3.369 3.936  0.00
C: -4.978 1.356 0.754  0.00
C: 0.955 -0.953 -6.391  0.00
H: 1.416 3.812 2.283  0.00
S: -3.745 1.570 -0.545  0.00
C: -2.238 3.870 -0.823  0.00
H: 2.912 2.577 0.704  0.00
H: 0.918 0.714 0.927  0.01
C: 5.281 -2.894 0.839  0.00
H: -2.554 -1.106 -2.842  0.00
N: 1.316 -0.715 -3.291  0.00
Br: -7.233 -2.291 -3.970  0.00
H: -2.428 -3.880 0.155  0.00
S: -2.717 1.361 2.523  0.00
H: 3.385 -0.805 -0.128  0.00
Ge: 2.366 0.476 1.889  0.00
H: 2.611 -3.679 -5.148  0.00
H: -6.886 -2.727 -1.113  0.00

=====

[4]
C4H8N2 | the ωB97M-V functional and the def2-TZVPD basis

Its HOMO-LUMO gap is 0.3416 Ha. For the calculated total energy, the calculation gives -7254.55684 eV. Its HOMO energy is -0.307 hartree. As for the SMILES: C1=NCCCN1. The value obtained for the LUMO energy is 0.0347 hartree.

Last column: natural (NBO) charge in e.
Positions of all 14 atoms, in Å:
H: 0.715 -0.119 2.314  0.22
C: 0.847 0.621 0.184  -0.44
H: -0.805 -1.032 -2.150  0.41
H: -0.898 0.791 1.874  0.20
C: -0.107 0.728 -1.023  -0.21
H: -0.795 1.617 -1.064  0.19
H: 0.650 0.969 -1.933  0.18
C: -0.641 -1.317 0.117  0.30
H: -0.821 -2.469 -0.067  0.15
H: 1.544 -0.180 -0.026  0.22
C: 0.118 0.229 1.494  -0.23
H: 1.178 1.679 0.203  0.21
N: -0.593 -0.598 -1.127  -0.69
N: -0.393 -0.918 1.204  -0.51

=====

[5]
C5H7ClN2O | the ωB97M-V functional and the def2-TZVPD basis

Its HOMO-LUMO gap is 0.3934 Ha. For the calculated total energy, the calculation gives -22848.17336 eV. Its HOMO energy is -0.367 hartree. As for the SMILES: C[C@@]1(Cl)N=CCC(=O)N1. The value obtained for the LUMO energy is 0.0261 hartree.

Last column: natural (NBO) charge in e.
Positions of all 16 atoms, in Å:
N: -0.759 -0.016 1.196  -0.43
H: -0.011 1.370 -1.632  0.42
C: 1.517 0.659 -0.431  0.69
H: -2.718 -1.118 -0.399  0.24
H: 0.536 -0.529 2.747  0.19
H: 2.594 0.099 1.289  0.25
H: 1.896 -1.291 0.650  0.25
Cl: -1.973 1.826 -0.167  -0.05
N: 0.242 0.698 -0.839  -0.65
C: 0.378 -0.259 1.698  0.18
H: -1.164 -1.598 -1.206  0.23
H: -2.045 -0.365 -1.748  0.22
C: 1.685 -0.248 0.797  -0.60
C: -1.714 -0.756 -0.827  -0.64
C: -0.938 0.360 -0.143  0.28
O: 2.474 1.169 -0.986  -0.59

=====

Molecular weight? In order: 625.69, 88.11, 895.61, 84.12, 146.58 Da.
ΔE to the lowest compared entry with this formula, charge and spin? In order: 131.6, 111.5, 84.6, 320.2, 12.4 kJ/mol.